Molecular formula: C6H11P
Method: DFT, the ωB97M-V functional and the def2-TZVPD basis

Summary:
Multiplicity: 1
F_max in eV Å⁻¹: 4.99
Energy relative to the best compared isomer or geometry (same formula, charge and spin) in kcal per mole: 145.96
Electronic energy in eV: -15681.514
Highest occupied orbital energy (spin up / spin down) in eV: -6.62 / -5.52

Geometry as XYZ:
```
18
C6H11P (the ωB97M-V functional and the def2-TZVPD basis)
C 1.622 0.390 0.833
C 2.604 -0.013 1.552
C 0.570 1.387 0.828
C -0.798 0.669 0.304
C -0.793 0.797 -1.246
C -1.342 -2.153 -1.115
P -0.323 -0.864 -2.062
H 3.127 -0.986 1.223
H 2.865 0.520 2.427
H 0.275 1.801 1.770
H 0.888 2.217 0.352
H -0.874 -0.403 0.543
H -1.745 1.141 0.628
H -1.686 1.207 -1.549
H -0.028 1.437 -1.592
H -0.786 -2.526 -0.358
H -1.465 -2.948 -1.818
H -2.111 -1.672 -0.721
```